51
Properties=species:S:1:pos:R:3 method="wB97M-V/def2-TZVPD" homo_lumo_gap_ev=7.96 e_homo_ev=-7.53 molar_mass_g_mol=329.44 charge=0 relative_energy_ev=22.7998
C -4.9106 -0.8977 -3.3194
H -5.5688 -0.5006 -4.2319
O -4.6263 0.3914 -2.8216
C -3.7832 0.3510 -1.5578
C -3.2588 -0.6534 -0.8823
C -2.4817 -0.8100 0.2852
C -2.1694 0.3117 0.9650
C -2.6366 1.6998 0.1144
C -3.3648 1.5913 -1.0321
H -3.8670 2.4497 -1.4352
O -2.3230 2.6615 0.6436
C -2.6122 4.0132 0.0875
H -3.8274 4.2793 0.2525
H -2.3707 4.7089 0.7729
H -2.2647 4.2008 -0.8353
C -1.3438 0.3631 2.0554
C -0.2910 -0.2060 2.4858
C 0.1095 0.1972 3.6825
N -0.8258 1.2188 3.8551
N -1.6327 1.1786 3.0147
H -2.2959 2.0583 3.0371
H 0.9958 -0.2412 4.2068
C 0.5445 -1.3253 1.4469
N 1.9381 -0.9681 1.4229
C 2.9455 -1.7068 0.8815
C 2.6710 -2.6094 -0.2244
C 2.9767 -1.7423 -1.3001
C 4.2097 -0.9494 -1.5830
H 4.9844 -1.4007 -0.5956
H 4.6710 -0.9963 -2.3334
C 3.9376 0.5565 -1.2625
C 3.4689 1.0369 0.2277
H 4.0618 0.5696 0.9901
C 2.0162 0.4845 0.6770
H 1.4565 0.3099 -0.3085
H 1.4238 1.0823 0.9648
H 3.4025 2.1698 0.2163
H 3.1327 0.6678 -1.7990
H 4.8690 1.0801 -1.3293
H 3.1954 -2.7096 -2.3424
H 1.9878 -1.3097 -1.5832
H 1.8226 -3.3653 -0.1966
H 3.5641 -3.4720 -0.0722
H 3.9055 -1.4101 1.3567
H 2.8767 -2.5516 1.8852
H 0.4129 -2.1108 2.0802
H -0.0272 -1.3399 0.6472
H -2.3189 -1.6366 0.7739
H -3.4858 -1.7768 -1.5272
H -3.8395 -1.4956 -3.6932
H -5.4544 -1.4466 -2.7624



53
Properties=species:S:1:pos:R:3 method="wB97M-V/def2-TZVPD" homo_lumo_gap_ev=9.26 e_homo_ev=-8.94 molar_mass_g_mol=377.51 charge=0 smiles="O=C(NCCC1=CCCCC1)[C@H]1CCCN(S(=O)(=O)c2cccnc2)C1" relative_energy_ev=1.5605
O 2.6971 2.0843 0.4302
C 1.6942 1.8212 -0.1986
N 1.7233 1.2556 -1.4252
C 2.9246 0.6618 -1.9672
C 2.8954 -0.8696 -1.8419
C 2.7072 -1.3044 -0.4126
C 1.5820 -1.8752 -0.0012
C 1.3223 -2.3165 1.4070
C 2.3303 -1.7043 2.3749
C 3.7364 -1.8429 1.8045
C 3.8470 -1.0207 0.5242
C 0.3011 2.1515 0.3321
C -0.4234 3.2093 -0.5052
C -1.7813 3.5022 0.1309
C -2.5916 2.2136 0.2558
N -1.8426 1.2379 1.0116
S -2.7216 -0.0386 1.6143
O -3.8680 0.4991 2.2801
O -1.8187 -0.8881 2.3278
C -3.2799 -0.9022 0.1428
C -4.5080 -0.5946 -0.4152
C -4.8639 -1.2188 -1.6011
C -3.9576 -2.1036 -2.1710
N -2.7858 -2.3985 -1.6325
C -2.4568 -1.8170 -0.4923
C -0.5691 0.8955 0.4298
H 0.8575 0.9694 -1.8530
H 3.0233 0.9502 -3.0183
H 3.7609 1.0760 -1.4028
H 3.8382 -1.2603 -2.2313
H 2.0834 -1.2642 -2.4583
H 0.7918 -2.0827 -0.7143
H 0.3053 -2.0494 1.7098
H 1.3871 -3.4101 1.4469
H 2.2568 -2.1950 3.3467
H 2.1061 -0.6448 2.5143
H 4.4779 -1.5008 2.5285
H 3.9358 -2.8947 1.5858
H 4.7950 -1.2295 0.0211
H 3.8381 0.0434 0.7783
H 0.4410 2.5451 1.3430
H 0.1756 4.1199 -0.5494
H -0.5664 2.8490 -1.5274
H -2.3383 4.2219 -0.4705
H -1.6324 3.9223 1.1257
H -3.5216 2.3852 0.7986
H -2.8303 1.8284 -0.7511
H -5.1569 0.1039 0.0906
H -5.8142 -1.0223 -2.0717
H -4.1775 -2.6064 -3.1033
H -1.5090 -2.0954 -0.0546
H -0.1060 0.1575 1.0834
H -0.7139 0.4466 -0.5683



55
Properties=species:S:1:pos:R:3 method="wB97M-V/def2-TZVPD" homo_lumo_gap_ev=9.20 e_homo_ev=-8.74 molar_mass_g_mol=409.51 charge=0 smiles="CCOC(=O)N1CCC(NS(=O)(=O)c2ccc3c(c2)C(C)(C)C(=O)N3C)CC1" relative_energy_ev=0.0843
C -5.5986 -3.4223 -0.2766
C -5.4249 -2.0176 -0.8228
O -4.7667 -1.2311 0.1703
C -4.6359 0.0779 -0.1324
O -5.0129 0.5639 -1.1745
N -4.0739 0.7870 0.8777
C -3.6788 2.1634 0.6318
C -2.1871 2.3632 0.9322
C -1.4030 1.0738 0.6609
N -1.4584 0.6639 -0.7299
S -0.3703 1.4269 -1.7449
O -0.1817 2.8032 -1.3699
O -0.7782 1.1276 -3.0828
C 1.1128 0.5220 -1.3430
C 1.1858 -0.8073 -1.7103
C 2.3118 -1.5590 -1.4071
C 3.3423 -0.9272 -0.7290
C 3.2632 0.4236 -0.3589
C 2.1425 1.1595 -0.6666
C 4.5318 0.8049 0.3488
C 5.3185 1.8787 -0.4076
C 4.2880 1.2328 1.7983
C 5.3172 -0.5111 0.3272
O 6.4135 -0.7175 0.7865
N 4.5526 -1.4522 -0.3180
C 4.9835 -2.8070 -0.5346
C -1.8983 -0.0664 1.5733
C -3.3677 0.1519 1.9646
H -6.0948 -4.0417 -1.0177
H -6.1992 -3.4006 0.6287
H -4.6302 -3.8554 -0.0410
H -6.3910 -1.5586 -1.0588
H -4.8186 -2.0176 -1.7357
H -3.9087 2.3877 -0.4121
H -4.2824 2.8262 1.2622
H -2.0399 2.6402 1.9774
H -1.7842 3.1585 0.3059
H -0.3394 1.2561 0.8483
H -2.3832 0.6512 -1.1341
H 0.3539 -1.2358 -2.2448
H 2.3803 -2.5959 -1.6943
H 2.0387 2.2029 -0.4158
H 6.2950 2.0055 0.0534
H 5.4577 1.5878 -1.4466
H 4.7830 2.8241 -0.3795
H 3.7591 2.1821 1.8241
H 5.2416 1.3408 2.3093
H 3.6944 0.4862 2.3220
H 5.9775 -2.9039 -0.0992
H 4.3035 -3.5096 -0.0491
H 5.0309 -3.0291 -1.6023
H -1.2854 -0.1219 2.4727
H -1.7936 -1.0041 1.0276
H -3.8516 -0.7938 2.2045
H -3.4405 0.8132 2.8322



56
Properties=species:S:1:pos:R:3 method="wB97M-V/def2-TZVPD" homo_lumo_gap_ev=8.72 e_homo_ev=-8.40 molar_mass_g_mol=441.57 charge=0 smiles="CSCC[C@@H](NS(=O)(=O)c1ccc2c(c1)oc(=O)n2C)C(=O)NC1CCCCC1" relative_energy_ev=0.1447
C -4.0527 -4.3638 -1.1376
S -2.9088 -4.9653 0.1397
C -2.2781 -3.3580 0.7226
C -1.1488 -2.8492 -0.1642
C -0.9692 -1.3411 -0.0063
N 0.2766 -0.9122 -0.6296
S 0.8700 0.6024 -0.2439
O 0.7521 1.4825 -1.3683
O 0.2802 1.0063 1.0049
C 2.5882 0.2092 0.0225
C 2.9546 -0.3276 1.2443
C 4.2688 -0.6908 1.4965
C 5.1815 -0.4945 0.4740
C 4.7910 0.0526 -0.7616
C 3.4872 0.4147 -1.0133
O 5.8798 0.1368 -1.5739
C 6.9570 -0.3419 -0.8866
O 8.0714 -0.4088 -1.3121
N 6.5292 -0.7298 0.3703
C 7.4023 -1.2808 1.3698
C -2.1351 -0.5840 -0.6761
O -2.7810 -1.0763 -1.5836
N -2.3196 0.6469 -0.1888
C -3.2148 1.6161 -0.7940
C -4.2810 2.0596 0.2125
C -3.6797 2.8967 1.3381
C -2.9568 4.1117 0.7664
C -1.8547 3.6701 -0.1912
C -2.4256 2.8179 -1.3226
H -3.5987 -3.5310 -1.6660
H -4.2404 -5.1876 -1.8177
H -4.9807 -4.0507 -0.6665
H -3.1216 -2.6684 0.7172
H -1.9434 -3.5082 1.7479
H -1.3909 -3.0466 -1.2111
H -0.2172 -3.3624 0.0749
H -0.8916 -1.0630 1.0480
H 0.2637 -1.0417 -1.6313
H 2.1935 -0.4419 1.9983
H 4.5667 -1.1053 2.4453
H 3.1641 0.8484 -1.9438
H 7.0795 -2.2860 1.6447
H 8.4023 -1.3229 0.9404
H 7.4119 -0.6470 2.2578
H -1.6660 1.0005 0.4967
H -3.6964 1.0926 -1.6279
H -4.7782 1.1778 0.6216
H -5.0291 2.6520 -0.3181
H -2.9751 2.2933 1.9141
H -4.4738 3.2177 2.0159
H -2.5297 4.7060 1.5764
H -3.6737 4.7397 0.2313
H -1.3598 4.5437 -0.6192
H -1.0957 3.1034 0.3518
H -1.6084 2.4629 -1.9533
H -3.0953 3.4253 -1.9351